The following is a DFT calculation (the ωB97M-V functional and the def2-TZVPD basis) of an isolated ion of composition C22H26NO3 and charge +1.

## Properties
LUMO energy = -3.0 eV
ΔE to the lowest compared entry with this formula, charge and spin = 1.174 eV
HOMO-LUMO gap = 8.415 eV
Structure (SMILES) = CC(=O)c1cccc(OC[C@H](O)C[N@H+]2CC=C(c3ccccc3)CC2)c1
E_HOMO = -11.39 eV
Total energy = -30862.2410 eV

Geometry as ORCA input:
```
! RIJCOSX wB97M-V def2-TZVPD def2/J DEFGRID3
* xyz 1 1
C -0.4173 -3.5228 -1.2705
C -0.9419 -2.1704 -0.9286
O -0.2832 -1.1529 -1.1261
C -2.2758 -2.0658 -0.3077
C -2.8735 -3.0710 0.4463
C -4.0698 -2.8066 1.0959
C -4.6476 -1.5518 1.0505
C -4.0534 -0.5344 0.2992
O -4.6111 0.7059 0.3588
C -3.9413 1.7694 -0.2795
C -2.5310 2.0319 0.3204
O -2.5058 3.1660 1.1526
C -1.4454 2.2786 -0.7494
N -0.2008 1.5084 -0.5441
C 0.8019 1.8352 -1.6068
C 2.0159 0.9924 -1.3879
C 2.5519 0.9869 -0.1653
C 3.7185 0.1884 0.2133
C 4.7774 0.0301 -0.6806
C 5.8808 -0.7263 -0.3351
C 5.9412 -1.3449 0.9032
C 4.8916 -1.2014 1.7950
C 3.7905 -0.4368 1.4570
C 1.8776 1.8846 0.8356
C 0.3586 1.6832 0.8300
C -2.9032 -0.8234 -0.4150
H 0.4837 -3.4329 -1.8720
H -1.1696 -4.1029 -1.7996
H -0.1693 -4.0535 -0.3518
H -2.4053 -4.0357 0.5520
H -4.5448 -3.5848 1.6721
H -5.5552 -1.3347 1.5895
H -4.5758 2.6433 -0.1113
H -3.8922 1.5939 -1.3608
H -2.2664 1.1441 0.9168
H -3.2152 3.1211 1.8044
H -1.8202 2.0592 -1.7508
H -1.2049 3.3453 -0.7034
H -0.3735 0.4731 -0.6908
H 0.3524 1.6359 -2.5793
H 1.0361 2.9025 -1.5338
H 2.3798 0.3842 -2.1957
H 4.7411 0.5266 -1.6383
H 6.6979 -0.8316 -1.0322
H 6.8030 -1.9354 1.1726
H 4.9312 -1.6853 2.7591
H 2.9718 -0.3521 2.1573
H 2.1120 2.9203 0.5735
H 2.2521 1.7177 1.8436
H 0.1171 0.7894 1.4074
H -0.1256 2.5438 1.2956
H -2.4651 -0.1040 -1.0855
*
```



The following is a DFT calculation (the ωB97M-V functional and the def2-TZVPD basis) of C22H27AuN7O4PS as an isolated structure.

## Properties
LUMO energy = -8.6 eV
ΔE to the lowest compared entry with this formula, charge and spin = 0.000 eV
HOMO-LUMO gap = 5.766 eV
E_HOMO = -14.38 eV
Total energy = -65672.6844 eV

Geometry as ORCA input:
```
! RIJCOSX wB97M-V def2-TZVPD def2/J DEFGRID3
* xyz 2 1
Au -0.5942 -1.9762 -0.9553
C -2.0732 2.6874 1.7888
N -1.5000 1.9647 0.6516
C -1.1394 2.5294 -0.5333
C -0.6123 1.5285 -1.3027
N -0.6375 0.3681 -0.5945
C -1.1806 0.6493 0.5908
P -1.4783 -0.4913 1.9873
C -2.4886 -1.8190 1.2188
N -2.1883 -2.5369 0.1309
C -3.2094 -3.3881 -0.1595
C -4.1535 -3.2046 0.8063
N -3.6944 -2.2293 1.6516
C -4.4190 -1.7255 2.8235
C 0.0955 -1.4096 1.8662
N 0.5236 -1.9807 0.7400
C 1.6898 -2.6491 0.9994
C 1.9773 -2.4576 2.3153
N 0.9733 -1.6840 2.8425
C 0.9305 -1.2095 4.2278
H -2.1933 3.7279 1.5027
H -1.4068 2.6286 2.6466
H -3.0491 2.2812 2.0439
H -1.2660 3.5812 -0.7248
H -0.1694 1.5964 -2.2812
H -3.1942 -4.0435 -1.0130
H -5.1019 -3.6897 0.9612
H -5.3240 -2.3139 2.9380
H -4.6897 -0.6828 2.6775
H -3.8087 -1.8367 3.7157
H 2.2453 -3.1702 0.2412
H 2.8079 -2.7949 2.9110
H 1.2011 -2.0290 4.8878
H -0.0762 -0.8774 4.4645
H 1.6286 -0.3859 4.3585
C 1.9039 5.0040 0.6320
C 2.1756 3.7042 -0.0697
C 2.5581 3.6789 -1.4111
C 2.8562 2.4874 -2.0475
C 2.7534 1.2965 -1.3403
C 2.3863 1.2926 -0.0038
C 2.0964 2.4945 0.6213
S 3.1816 -0.2067 -2.1494
O 3.0140 -1.2889 -1.2132
O 4.3731 0.0017 -2.8997
N 1.9434 -0.3985 -3.2680
C 1.1510 -1.6109 -3.2587
C -0.1335 -1.3640 -4.0450
C -1.2509 -2.3413 -3.7484
O -1.7642 -3.0578 -4.5434
O -1.7749 -2.2951 -2.4819
H 2.0032 5.8510 -0.0436
H 2.6042 5.1480 1.4558
H 0.8984 5.0250 1.0572
H 2.6535 4.6103 -1.9551
H 3.1872 2.4868 -3.0786
H 2.3708 0.3584 0.5425
H 1.8480 2.5033 1.6769
H 2.2999 -0.2113 -4.2024
H 0.9625 -1.8532 -2.1543
H 1.6920 -2.5052 -3.5784
H 0.0634 -1.4094 -5.1144
H -0.4773 -0.3577 -3.8039
*
```



The following is a DFT calculation (the ωB97M-V functional and the def2-TZVPD basis) of C22H27Cl5N2NiO3Si as an isolated structure.

## Properties
LUMO energy (spin up / spin down) = 0.2 / 0.2 eV
ΔE to the lowest compared entry with this formula, charge and spin = 0.913 eV
HOMO-LUMO gap (spin up / spin down) = 6.319 / 7.106 eV
⟨S²⟩ = 2.009
E_HOMO (spin up / spin down) = -6.11 / -6.94 eV
Total energy = -143906.5676 eV

Geometry as ORCA input:
```
! RIJCOSX wB97M-V def2-TZVPD def2/J DEFGRID3
* xyz 0 3
Ni 9.7098 11.6285 4.5680
C 6.0293 15.0976 5.8476
N 6.4633 13.9895 4.9960
C 5.3812 13.1555 4.4534
C 7.7449 13.6144 4.7284
O 7.9932 12.6543 3.9943
C 8.8338 14.3548 5.4734
O 10.0588 13.7699 5.1732
C 11.0703 14.2061 6.0942
C 12.0895 13.1421 5.9822
O 11.5624 11.9685 6.4140
N 13.4413 13.3780 6.0062
C 14.3213 12.2673 6.2494
C 13.9205 14.3201 5.0396
H 5.4258 15.8062 5.3109
H 6.9007 15.5285 6.3024
H 5.4863 14.7240 6.7219
H 4.5418 13.7883 4.1360
H 5.0320 12.4471 5.2015
H 5.6804 12.5825 3.5596
H 8.5397 14.3099 6.5403
H 8.8190 15.4247 5.1331
H 10.6657 14.1729 7.1310
H 11.4174 15.1852 5.8686
H 13.9271 11.6307 7.0431
H 15.3269 12.6326 6.5493
H 14.5117 11.6167 5.4162
H 13.3514 15.1947 5.0923
H 13.9045 13.8809 3.9786
H 14.9381 14.5070 5.3209
Cl 12.4896 10.5066 3.5525
C 11.3372 9.2940 4.0457
C 10.0412 9.7126 4.4392
C 9.1439 8.6934 4.7282
Cl 7.5400 9.1715 5.1833
C 9.4939 7.3161 4.7810
Cl 8.2748 6.1243 5.0998
C 10.7904 6.9389 4.4626
Cl 11.3225 5.3442 4.7848
C 11.7165 7.9341 4.0623
Cl 13.3056 7.4389 3.5535
C 9.2283 11.2802 7.9313
Si 11.0790 11.4444 7.9378
C 11.3868 12.7986 9.2377
C 12.0564 9.9760 8.2468
C 11.8796 8.8625 7.4595
C 12.5775 7.7128 7.7408
C 13.4754 7.6449 8.7944
C 13.7710 8.8022 9.4822
C 13.0319 9.9760 9.2467
H 8.8869 10.8597 8.8831
H 8.8616 10.6346 7.1410
H 8.7977 12.2808 7.8811
H 11.0504 12.4271 10.2055
H 10.9383 13.7672 9.0060
H 12.4709 13.0038 9.2999
H 11.1440 8.8829 6.6811
H 12.4039 6.7714 7.1564
H 13.9076 6.6778 9.0966
H 14.5389 8.7681 10.2676
H 13.2003 10.8347 9.8891
*
```



The following is a DFT calculation (the ωB97M-V functional and the def2-TZVPD basis) of C22H27CoFN6O3P as an isolated structure.

## Properties
LUMO energy (spin up / spin down) = -6.3 / -6.4 eV
ΔE to the lowest compared entry with this formula, charge and spin = 0.014 eV
HOMO-LUMO gap (spin up / spin down) = 7.399 / 7.305 eV
E_HOMO (spin up / spin down) = -13.71 / -13.73 eV
Total energy = -87953.5501 eV

Geometry as ORCA input:
```
! RIJCOSX wB97M-V def2-TZVPD def2/J DEFGRID3
* xyz 2 1
Co -0.4245 -0.0548 1.5128
F 5.6998 -2.4518 0.5194
C 5.2828 -1.1763 0.5392
C 3.9557 -0.9028 0.6719
C 3.5399 0.4380 0.7123
C 2.1387 0.7571 0.9023
O 1.3196 -0.2333 0.9759
C 1.7934 2.1077 0.9920
C 2.7824 3.0627 0.8609
N 4.0665 2.7872 0.6614
C 5.0369 3.8739 0.5838
C 5.6941 4.1632 -0.7331
C 4.6773 5.1120 -0.1748
C 4.4896 1.4637 0.6070
C 5.8513 1.1461 0.4673
C 6.2576 -0.1661 0.4333
N 7.6496 -0.4738 0.3181
C 8.0126 -1.2145 -0.8881
C 9.5183 -1.2038 -1.0529
N 10.1495 -1.8157 0.1705
C 9.7243 -1.0997 1.4248
C 8.2119 -1.0997 1.5124
C 0.3979 2.6337 1.2204
O 0.1792 3.8115 1.0909
O -0.5053 1.7502 1.5656
H 3.2354 -1.7031 0.7655
H 2.5042 4.1062 0.9256
H 5.6150 3.9749 1.4931
H 5.3873 3.5629 -1.5794
H 6.7369 4.4467 -0.7218
H 3.7178 5.1519 -0.6713
H 5.0087 6.0514 0.2416
H 6.5977 1.9217 0.3860
H 7.5748 -0.7254 -1.7578
H 7.6499 -2.2524 -0.8730
H 9.9056 -0.1892 -1.1255
H 9.8350 -1.7834 -1.9176
H 11.1673 -1.7976 0.0865
H 9.8796 -2.8009 0.2336
H 10.1164 -0.0870 1.3491
H 10.1782 -1.6092 2.2721
H 7.9302 -0.5236 2.3936
H 7.8440 -2.1263 1.6570
C -0.8249 -1.6858 -1.3411
P -1.3159 -0.2063 -0.4471
C -3.0945 -0.2028 -0.2099
C -0.8776 1.2188 -1.4537
H -1.1416 -1.5897 -2.3814
H -1.2899 -2.5732 -0.9150
H 0.2586 -1.7960 -1.3062
H -3.5793 -0.2361 -1.1880
H -3.3982 0.7084 0.3064
H -3.3922 -1.0729 0.3735
H -1.3496 1.1172 -2.4325
H 0.2033 1.2675 -1.5883
H -1.2240 2.1325 -0.9725
N -0.8711 -1.7970 1.8721
C -0.5584 -2.9335 1.7287
N -0.1970 -4.1202 1.6412
C -0.3754 -4.7942 0.5038
N -0.5294 -5.3697 -0.4831
*
```



The following is a DFT calculation (the ωB97M-V functional and the def2-TZVPD basis) of C22H27FN2O3S in the gas phase.

## Properties
LUMO energy = 0.6 eV
ΔE to the lowest compared entry with this formula, charge and spin = 0.511 eV
HOMO-LUMO gap = 9.736 eV
Structure (SMILES) = C[C@@H](CCc1ccccc1)NC(=O)C1CCN(S(=O)(=O)c2ccc(F)cc2)CC1
E_HOMO = -9.12 eV
Total energy = -45928.4537 eV

Geometry as ORCA input:
```
! RIJCOSX wB97M-V def2-TZVPD def2/J DEFGRID3
* xyz 0 1
C -0.4822 -3.2811 4.6306
C -0.3970 -2.8287 3.1769
C -1.4401 -3.5143 2.2840
C -1.1091 -4.9832 1.9927
C 0.2089 -5.1146 1.2814
C 0.3244 -4.7364 -0.0505
C 1.5393 -4.8176 -0.7053
C 2.6589 -5.2816 -0.0361
C 2.5544 -5.6658 1.2889
C 1.3373 -5.5810 1.9420
N -0.5665 -1.3895 3.1064
C 0.2988 -0.5708 2.4691
O 1.3216 -0.9742 1.9561
C -0.1609 0.8887 2.4607
C 0.9898 1.8601 2.1765
C 1.4804 1.7388 0.7346
N 0.3991 1.8917 -0.2178
S -0.0873 3.4556 -0.5506
O 1.0545 4.3114 -0.4287
O -1.2922 3.8311 0.1424
C -0.4861 3.2730 -2.2906
C -1.7741 3.4923 -2.7394
C -2.0645 3.3438 -4.0854
C -1.0412 2.9782 -4.9435
F -1.3151 2.8293 -6.2526
C 0.2551 2.7592 -4.5039
C 0.5288 2.9106 -3.1563
C -0.6891 0.9657 -0.0018
C -1.2668 1.0774 1.4103
H 0.2499 -2.7468 5.2310
H -1.4748 -3.0860 5.0338
H -0.2794 -4.3443 4.7108
H 0.6033 -3.0264 2.7780
H -1.4822 -2.9710 1.3371
H -2.4238 -3.4500 2.7567
H -1.9043 -5.3957 1.3666
H -1.0888 -5.5503 2.9241
H -0.5477 -4.3778 -0.5796
H 1.6136 -4.5180 -1.7406
H 3.6088 -5.3439 -0.5460
H 3.4233 -6.0297 1.8174
H 1.2641 -5.8823 2.9777
H -1.4076 -1.0091 3.5110
H -0.5740 1.1132 3.4514
H 1.8200 1.6584 2.8545
H 0.6371 2.8811 2.3416
H 2.2066 2.5212 0.5144
H 1.9319 0.7568 0.5763
H -2.5303 3.7821 -2.0269
H -3.0575 3.5080 -4.4726
H 1.0200 2.4796 -5.2107
H 1.5200 2.7577 -2.7621
H -1.4581 1.1867 -0.7458
H -0.3020 -0.0433 -0.1773
H -1.6992 2.0730 1.5218
H -2.0568 0.3342 1.5401
*
```



The following is a DFT calculation (the ωB97M-V functional and the def2-TZVPD basis) of C22H27FN2O4 as an isolated structure.

## Properties
LUMO energy = -0.6 eV
ΔE to the lowest compared entry with this formula, charge and spin = 23.815 eV
HOMO-LUMO gap = 6.681 eV
E_HOMO = -7.32 eV
Total energy = -37117.7720 eV

Geometry as ORCA input:
```
! RIJCOSX wB97M-V def2-TZVPD def2/J DEFGRID3
* xyz 0 1
C 4.5086 -0.4241 2.7106
H 4.8917 -1.4045 2.3669
O 3.2057 -0.5765 3.4571
C 2.3484 -1.5318 3.1434
C 1.5901 -1.9932 4.0971
C 0.5493 -2.7178 4.1421
C 0.4047 -3.2003 2.9337
C 0.9448 -3.0617 1.7789
C 2.0469 -2.1930 1.9562
O 2.9203 -1.7182 0.8437
C 2.6920 -2.3768 -0.1782
C 1.6064 -2.0459 -1.1899
O 0.7550 -2.9893 -1.4546
H -0.1923 -2.3773 -1.5695
C 1.0775 -0.6614 -0.9241
N 0.0668 -0.2217 -1.6214
C 0.4105 0.4146 -3.0642
C 0.6071 1.9209 -2.7654
N -0.7605 2.5653 -2.1916
C -1.6234 3.1570 -2.7960
C -1.7704 2.8079 -4.2843
C -2.7277 3.5864 -4.7968
C -3.7603 4.3512 -4.2476
C -3.5619 4.5929 -2.8263
C -2.8470 3.7136 -2.2632
H -2.5931 4.1097 -1.2520
H -4.2048 5.0792 -2.5875
F -4.8512 4.9007 -4.9905
H -2.7285 3.4169 -5.9838
H -0.9992 2.3647 -4.8341
C -0.9834 1.9077 -0.8292
H -1.7494 2.2615 -0.4254
C -1.1675 0.4598 -1.0352
H -1.2190 -0.1023 -0.1416
H -1.9550 0.2700 -1.6810
H -0.1541 2.1599 -0.1251
H 0.6356 2.2409 -3.8377
H 1.4875 2.2538 -2.0285
H 1.1226 -0.0887 -3.3691
H -0.6048 0.2507 -3.4396
H 0.8861 -0.4467 0.1326
H 2.0061 0.3298 -0.6985
H 2.1957 -1.8841 -2.2349
H 3.9329 -2.2019 -0.8402
H 2.6888 -3.5809 -0.1279
H 0.7685 -3.3018 0.6802
H -0.5694 -3.8635 2.6446
C -0.3908 -2.9903 5.0796
O -1.5793 -3.8282 5.0493
C -0.1220 -2.5571 6.7611
H -0.9372 -2.9162 7.3175
H 0.7896 -2.8715 6.8898
H -0.3332 -1.4061 6.4542
H 1.8485 -1.2984 5.1691
H 5.2516 0.2255 3.2238
H 4.2585 0.2056 1.8888
*
```



Largest force on an atom per entry: 0.83; 0.74; 2.48; 0.22; 1.06; 18.15 eV/A